Record 1
This record from the OMol25 dataset describes 2 unconnected molecules or ions with the total composition CH3N2. The level of theory is ωB97M-V with the def2-TZVPD basis set.

Computed properties:
Total energy (eV): -4049.9268
Strongest force on any atom (eV/A): 6.40
ΔE to the lowest compared entry with this formula, charge and spin (eV): 1.0831
Total charge: +1
2S+1: 3
HOMO energy (alpha / beta) (eV): -15.222 / -17.326

The geometry in XYZ format:
```
6
Properties=species:S:1:pos:R:3:forces:R:3:mulliken_charge:R:1
C 0.88245 0.15419 0.18596 -2.9 1.7 -0.9 0.00
N -1.43960 0.50167 0.21671 -4.8 0.8 1.4 -0.46
N -0.29740 0.31571 0.03290 6.3 -1.0 -0.2 0.57
H 1.80083 0.49779 -0.23560 0.9 -0.4 0.1 0.42
H 1.21356 -1.77028 0.27825 0.3 -1.0 0.0 0.12
H -2.15984 0.30093 -0.47822 0.2 -0.2 -0.5 0.36
```
Forces are in eV/Å.

Record 2
This record from the OMol25 dataset describes 3 unconnected molecules or ions with the total composition C3H13N3O2. The level of theory is ωB97M-V with the def2-TZVPD basis set.

Computed properties:
Total energy (eV): -11884.8498
Strongest force on any atom (eV/A): 8.97
ΔE to the lowest compared entry with this formula, charge and spin (eV): 2.8758
HOMO energy (eV): -9.603
SMILES string: [H]/N=C(\N)NCC.O.O

The geometry in XYZ format:
```
21
Properties=species:S:1:pos:R:3:forces:R:3:mulliken_charge:R:1
H -0.53359 2.38127 1.34562 0.8 -1.3 0.2 0.25
N -0.68775 1.46905 0.89646 -1.0 -1.1 -2.2 -0.62
C -0.05169 0.38805 1.13780 -0.1 0.5 5.7 0.40
N 0.79836 0.39434 2.31598 -1.3 2.7 1.9 -0.61
N -0.37443 -0.98795 0.90399 1.3 1.3 -1.5 -0.37
C 0.75238 -1.71785 0.17916 1.5 1.0 1.8 -0.15
C 0.17576 -2.70939 -0.76211 0.0 3.5 -2.9 -1.13
H 1.29965 -0.45468 2.51056 -0.4 -0.2 0.3 0.24
H 0.20621 0.82439 3.21456 2.5 -1.8 -3.3 0.27
H -1.19744 -0.96866 0.35053 -0.8 -0.4 -1.0 0.31
H 1.36956 -0.93151 -0.33514 -0.5 -0.9 0.1 0.28
H 1.49069 -2.21198 0.93090 -1.4 0.8 -1.0 0.20
H -0.60536 -2.09250 -1.36069 0.7 -1.8 0.9 0.30
H 0.89524 -3.04960 -1.48823 0.6 0.3 -0.5 0.35
H -0.05636 -3.59458 -0.33430 -1.9 -2.5 1.7 0.34
O 0.49856 3.64366 -1.75839 -0.4 5.1 -5.7 -0.60
H 0.37763 3.07078 -1.13824 0.2 -6.0 6.7 0.24
H -0.45629 3.69858 -1.93071 0.2 0.8 -1.0 0.34
O -1.57173 0.82447 -1.78119 1.4 -0.6 -1.8 -0.65
H -1.73939 1.16054 -0.90521 0.7 0.4 0.8 0.33
H -0.59000 0.86356 -1.99136 -2.0 0.2 0.8 0.30
```
Forces are in eV/Å.

Record 3
This record from the OMol25 dataset describes 10 unconnected molecules or ions with the total composition C14H48N4O16. The level of theory is ωB97M-V with the def2-TZVPD basis set.

Computed properties:
Total energy (eV): -54012.7304
Strongest force on any atom (eV/A): 7.70
ΔE to the lowest compared entry with this formula, charge and spin (eV): 3.6448
HOMO energy (eV): -8.547
SMILES string: NC(N)=O.NC(N)=O.OCCO.OCCO.OCCO.OCCO.OCCO.OCCO.O.O

The geometry in XYZ format:
```
82
Properties=species:S:1:pos:R:3:forces:R:3:mulliken_charge:R:1
N 1.57842 -1.96605 -5.00642 2.2 1.1 -7.3 -0.38
C 1.47494 -2.20897 -3.77119 1.9 -3.6 2.5 0.66
N 0.44785 -1.62337 -3.31914 -5.3 3.1 4.5 -0.14
O 2.13447 -3.02734 -3.14549 0.9 -0.2 0.5 -0.70
H 1.06886 -1.18172 -5.38755 0.4 -0.3 -0.3 0.15
H 2.36260 -2.34044 -5.52120 -0.2 0.2 0.1 0.26
H 0.26558 -1.71051 -2.32955 0.0 0.1 0.0 -0.06
H -0.16247 -1.01389 -3.84463 0.2 -0.2 0.0 0.15
N 0.06118 1.24158 -1.33568 -0.3 2.1 -3.6 0.21
C 0.25890 0.51385 -0.28349 1.7 -5.3 -1.4 0.32
N -0.24922 1.05186 0.74132 -2.0 2.0 5.2 0.13
O 0.76112 -0.62663 -0.34985 0.3 0.4 0.2 -0.44
H 0.24714 0.85220 -2.24885 -0.2 0.2 0.1 0.08
H -0.65028 1.93913 -1.17034 0.3 0.4 -1.2 -0.08
H -0.22067 0.64696 1.66617 0.1 0.0 -0.3 0.07
H -0.93151 1.76676 0.53269 0.0 0.1 0.9 -0.09
O -1.77726 -0.42527 4.90324 0.0 2.2 1.7 -0.56
C -1.64751 -1.33105 3.88241 -1.1 -0.3 -0.5 0.40
C -2.42277 -2.51798 4.51170 0.9 -0.3 -1.7 -0.66
O -1.52338 -3.17142 5.36343 0.0 -0.5 0.6 -0.55
H -1.71856 0.46090 4.53873 0.4 0.3 0.1 0.30
H -2.08243 -0.89079 2.98513 -0.6 -0.4 -0.4 -0.14
H -0.58838 -1.43205 3.64545 0.1 -1.1 0.1 0.25
H -2.78437 -3.23252 3.77227 0.1 -0.1 0.0 0.27
H -3.26099 -2.13289 5.09240 -0.1 0.2 -0.3 0.39
H -1.35082 -2.50347 6.03100 0.4 -0.1 0.4 0.36
O 2.78934 2.83021 -1.42940 0.8 0.7 -0.7 -0.57
C 3.33420 2.66728 -2.75712 0.2 -0.7 1.3 -0.44
C 2.67188 3.54677 -3.78477 -0.6 -0.3 0.3 -0.30
O 1.35548 3.06565 -4.16510 0.3 -0.2 0.1 -0.51
H 2.15927 2.13671 -1.22037 -0.1 -0.1 -0.3 0.24
H 4.39863 2.89950 -2.79105 0.1 0.9 0.6 0.34
H 3.48168 1.59772 -2.90675 -1.0 -0.3 -0.9 0.23
H 3.36525 3.68003 -4.61518 -0.3 -0.1 -0.3 0.43
H 2.48904 4.51036 -3.30918 0.4 0.2 0.1 0.22
H 1.17094 3.23241 -5.09231 0.2 0.1 0.0 0.23
O -2.82200 2.03409 -0.03915 2.0 3.2 -1.7 -0.49
C -3.64783 1.03290 0.24538 -0.6 -4.1 2.1 -0.40
C -3.47858 -0.18578 -0.69510 -1.1 0.4 0.1 0.21
O -4.10446 0.22848 -1.89955 0.2 0.0 -1.2 -0.57
H -3.14603 2.49762 -0.81487 0.1 0.3 -0.2 0.28
H -3.27106 0.69875 1.21207 -0.4 -0.3 0.5 -0.05
H -4.67326 1.37532 0.38444 -0.2 -0.4 -0.3 0.44
H -3.94225 -1.13332 -0.42071 -0.2 0.2 0.9 0.49
H -2.44085 -0.48723 -0.83769 0.4 0.6 -0.1 -0.26
H -4.76773 -0.42574 -2.13120 0.0 0.1 -0.2 0.34
O -1.72220 4.77229 3.08911 0.0 -1.0 0.8 -0.54
C -0.46098 4.41439 3.68832 0.3 0.0 0.9 -0.49
C -0.49263 3.07321 4.47496 0.3 0.4 -1.3 -0.56
O -0.77833 2.02764 3.53687 -0.7 -0.2 0.6 -0.46
H -1.68571 5.65478 2.71299 0.3 0.0 0.1 0.31
H 0.27338 4.37921 2.88360 0.3 -0.1 0.2 0.32
H -0.16982 5.11453 4.47134 0.1 0.6 -0.3 0.41
H -1.10954 3.14819 5.37045 -0.9 -0.2 -0.4 0.34
H 0.46241 2.77869 4.90997 0.4 0.6 -0.4 0.37
H -1.37758 2.42861 2.90304 -0.3 0.0 -0.2 0.25
O 5.41209 -3.60613 1.02331 0.5 -0.6 -0.1 -0.52
C 5.25614 -2.34508 0.37007 -0.6 -1.4 -0.1 -0.67
C 3.84644 -2.28047 -0.21630 -0.1 2.4 0.4 0.19
O 2.91453 -1.90208 0.78487 0.2 -0.8 0.6 -0.52
H 6.23288 -4.00631 0.72711 0.0 -0.1 0.1 0.29
H 5.52468 -1.64307 1.15947 -0.7 0.8 -0.5 0.27
H 5.93723 -2.22635 -0.47262 0.3 -0.1 0.0 0.38
H 3.45573 -3.08239 -0.84272 0.7 -0.6 0.3 0.26
H 3.87271 -1.41246 -0.87506 0.2 0.2 -0.6 0.02
H 2.12435 -1.60398 0.32841 -0.4 0.3 0.0 0.45
O -0.54825 -5.46058 1.35957 0.0 0.6 0.1 -0.57
C -1.25013 -4.20499 1.44936 1.9 0.6 -0.6 -0.38
C -0.94554 -3.33891 0.15576 0.4 0.6 4.2 0.31
O -1.77978 -3.63785 -0.83318 -1.5 -0.8 -3.2 -0.54
H -0.45687 -5.77453 2.26217 0.1 -0.2 0.0 0.32
H -2.25885 -4.47192 1.76455 -0.5 0.7 -0.8 0.32
H -0.86000 -3.51462 2.19723 0.4 -0.5 0.7 0.14
H 0.11498 -3.28409 -0.08997 0.3 -1.0 0.0 0.25
H -1.05593 -2.29529 0.45036 -0.7 0.3 0.1 -0.31
H -1.45408 -4.47582 -1.16981 -0.4 -0.2 -0.5 0.38
O -0.29995 4.35573 -2.12292 -0.4 0.1 0.5 -0.61
H -0.81682 5.07346 -2.48890 -0.1 0.2 0.0 0.29
H 0.13256 3.96103 -2.88014 0.5 -0.4 -0.5 0.33
O -1.87762 0.59138 -4.56725 0.4 -0.2 -0.2 -0.62
H -2.17301 1.49149 -4.70427 -0.1 0.2 -0.1 0.30
H -2.19861 0.36368 -3.69469 -0.4 -0.1 0.4 0.27
```
Forces are in eV/Å.

Record 4
This record from the OMol25 dataset describes a molecular structure, C9H15IN3. The level of theory is ωB97M-V with the def2-TZVPD basis set.

Computed properties:
Total energy (eV): -22137.6518
Strongest force on any atom (eV/A): 4.30
ΔE to the lowest compared entry with this formula, charge and spin (eV): 1.3428
Total charge: +1
HOMO energy (eV): -12.729

The geometry in XYZ format:
```
28
Properties=species:S:1:pos:R:3:forces:R:3:mulliken_charge:R:1
C 0.46002 1.88387 -0.99025 0.8 -0.8 1.6 -0.27
C 2.49082 1.11498 -1.66623 -1.1 1.1 0.6 -0.24
C 0.01893 0.56631 -0.63160 1.3 1.4 -1.4 0.50
C 1.00803 -0.44290 -0.87049 -0.5 0.8 -0.3 0.80
C 2.06076 -2.78793 -0.83567 0.6 1.0 -0.8 -1.18
C -2.53151 1.91740 0.27575 0.8 -1.3 -1.4 -1.11
C -0.62038 0.31762 2.39702 -1.1 1.0 0.0 -0.85
C 0.88266 -1.88314 -0.44792 -0.4 0.3 -2.4 -0.41
C -1.36591 0.35693 -0.16738 -1.5 2.8 1.6 -0.75
N 1.68570 2.14560 -1.44002 -0.5 0.4 -0.2 -0.58
N 2.17266 -0.11077 -1.38356 0.6 -1.2 0.0 -0.49
N -1.32858 -0.31741 1.24975 -4.2 0.3 -0.8 -0.21
I -2.61897 -0.59085 -1.67078 0.4 -0.1 0.9 0.28
H -0.02864 2.78029 -0.59694 -0.6 -0.4 -0.7 0.37
H 3.48518 1.33912 -1.97593 0.6 0.0 -0.5 0.43
H 1.81660 -3.74925 -1.31673 -0.2 0.6 0.4 0.31
H 2.57732 -2.93403 0.07909 0.8 -0.7 0.7 0.34
H 2.79233 -2.20290 -1.47402 -1.1 -0.9 0.6 0.33
H -3.06037 2.25573 -0.65580 0.8 -0.7 0.7 0.39
H -3.29114 1.51883 0.95664 0.2 -0.4 -0.2 0.45
H -2.13932 2.82225 0.75338 0.8 -0.5 -0.1 0.37
H -1.07835 1.31788 2.41269 0.8 -0.1 0.3 0.32
H -1.01044 -0.21066 3.26292 0.4 -0.1 0.2 0.43
H 0.47067 0.33802 2.37042 -0.3 -0.2 -0.4 0.33
H 0.76114 -1.70499 0.57588 -0.1 -0.8 2.0 0.13
H -0.05480 -2.23732 -0.87139 -0.3 -0.2 0.2 0.35
H -2.42823 -0.19321 1.45978 3.1 -1.0 -0.1 0.53
H -1.12618 -1.30948 1.20142 0.0 -0.3 -0.3 0.43
```
Forces are in eV/Å.

Record 5
This record from the OMol25 dataset describes a single C5H7NO molecule. The level of theory is ωB97M-V with the def2-TZVPD basis set.

Computed properties:
Total energy (eV): -8831.9305
Strongest force on any atom (eV/A): 0.43
ΔE to the lowest compared entry with this formula, charge and spin (eV): 4.2723
HOMO energy (alpha / beta) (eV): -8.225 / -8.226

The geometry in XYZ format:
```
14
Properties=species:S:1:pos:R:3:forces:R:3:mulliken_charge:R:1
C -1.82132 0.46002 -0.74742 0.0 0.0 0.0 -1.02
C -0.04458 -0.74136 0.62378 0.1 -0.3 -0.1 -0.01
N 1.08255 -1.44244 0.89157 -0.1 -0.1 -0.1 -0.44
C 1.04399 -0.00304 1.31642 0.1 0.4 0.2 0.21
C 1.43799 0.83332 0.26210 0.0 0.1 0.0 -0.91
C -0.77831 -0.63039 -0.64772 0.0 -0.1 -0.2 0.63
O -0.63861 -1.48784 -1.50568 -0.1 0.2 0.3 -0.60
H -1.72568 0.98907 -1.69886 0.0 -0.1 0.1 0.32
H -1.76073 1.16565 0.08554 0.0 -0.1 -0.1 0.29
H -2.80810 -0.01655 -0.73397 0.1 0.1 0.0 0.30
H 1.68850 -1.66694 0.09096 0.0 0.0 0.0 0.26
H 1.04731 0.23579 2.37390 0.0 -0.1 -0.2 0.39
H 1.72114 0.39774 -0.68874 -0.1 0.0 0.1 0.31
H 1.55585 1.90697 0.37813 0.0 -0.1 0.0 0.27
```
Forces are in eV/Å.

Record 6
This record from the OMol25 dataset describes a single C8H16Si molecule. The level of theory is ωB97M-V with the def2-TZVPD basis set.

Computed properties:
Total energy (eV): -16426.8521
Strongest force on any atom (eV/A): 5.74
ΔE to the lowest compared entry with this formula, charge and spin (eV): 6.7210
HOMO energy (alpha / beta) (eV): -8.004 / -7.717

The geometry in XYZ format:
```
25
Properties=species:S:1:pos:R:3:forces:R:3:mulliken_charge:R:1
C 0.10073 1.74568 2.06225 3.6 -1.5 -4.2 -0.73
C -0.11482 2.07684 0.45859 1.0 -0.6 1.8 -0.66
C 0.03832 0.23757 2.16769 -0.6 -0.7 -2.7 -0.37
C -1.24401 1.21568 -0.17214 -0.6 2.0 -0.1 -0.75
C -1.32586 -0.36446 1.76950 0.5 -0.5 -1.6 -0.95
C 1.09072 -1.85284 -1.78046 1.2 2.1 0.9 -0.33
C -1.59061 -0.12581 0.29864 4.0 -1.6 -0.7 -0.16
C 1.27227 -1.61229 -3.22255 1.3 2.0 -0.8 -0.92
Si -0.50575 -1.58662 -0.91478 -1.2 -0.4 3.6 0.48
H 1.19780 2.02545 2.29524 -2.1 0.2 0.1 0.27
H -0.68349 2.20773 2.51765 -1.7 1.6 2.0 0.45
H -0.42888 3.12733 0.44958 0.3 -0.2 -0.5 0.37
H 0.85068 1.94013 -0.13470 -1.1 0.2 1.0 0.30
H 0.64108 -0.14256 1.30239 0.4 0.1 1.0 0.03
H 0.38684 -0.18666 3.05746 0.6 -0.5 1.5 0.42
H -2.12330 1.84388 -0.06635 -0.7 0.2 0.3 0.42
H -1.07450 1.27602 -1.23196 0.0 -0.3 -0.7 0.40
H -1.43724 -1.43164 1.94389 0.4 -0.1 0.3 0.36
H -2.09165 0.10097 2.27442 -2.0 1.2 1.6 0.52
H 2.06849 -1.69622 -1.20907 -1.6 -0.6 -0.4 0.33
H 0.67748 -0.72434 -3.66842 1.0 -1.6 0.6 0.23
H 1.06289 -2.49907 -3.70702 -1.6 -1.9 -1.5 0.33
H 2.34757 -1.60345 -3.55347 -0.7 0.9 0.6 0.32
H -1.76122 -1.73907 -1.62093 0.0 -0.8 -1.1 -0.21
H -0.26874 -2.55384 0.31121 -0.5 0.5 -1.1 -0.16
```
Forces are in eV/Å.

Question: The lowest strongest force on any atom belongs to which entry?
Answer: C5H7NO